(1)
Below is a molecular structure, C33H35Cl5N4NiP2 at a distorted geometry, with properties calculated with ωB97M-V/def2-TZVPD.

Geometry as XYZ:
```
80
Properties=species:S:1:pos:R:3:forces:R:3
Ni -1.42480 -2.47846 -3.67940 -0.5 0.6 2.1
Cl -4.46880 -3.74264 0.44908 -0.1 0.2 -0.1
Cl -3.11905 -3.82805 -2.63412 -0.6 -0.2 0.3
Cl 1.08253 -1.21767 -0.74300 -0.1 0.1 0.0
Cl -0.66058 -0.05793 1.64791 0.2 0.3 0.4
Cl -3.49617 -1.25210 2.20970 -0.1 0.0 0.3
P 1.40461 -1.55310 -5.96174 3.0 0.2 -1.1
P -2.63620 -0.71916 -5.69110 -0.8 3.1 -4.3
N -2.46040 1.06007 -6.58220 -0.6 0.0 1.5
N 2.62140 -0.42148 -6.40839 0.3 1.2 -0.9
N 1.71742 -2.71795 -7.24402 0.0 -0.7 -0.5
N -3.95964 -1.11305 -6.83528 -0.8 -1.0 -0.2
C -3.12618 -2.76862 0.00391 0.7 0.2 -0.5
C 1.76112 -2.45337 -8.61666 0.4 -1.2 0.2
C -0.73806 3.31076 -1.66147 -1.2 0.5 -0.3
C 0.34427 -2.90035 -4.06673 0.3 -1.5 -0.1
C -1.32804 -1.53376 -6.68433 0.1 -0.2 -0.2
C 0.40370 4.23310 -1.37050 1.2 -0.8 0.4
C -5.28978 -2.57465 -7.98757 0.7 0.4 0.5
C -0.01520 -0.74800 -6.67640 0.2 0.2 -0.3
C -1.66573 1.54258 -7.62583 0.1 0.4 -0.3
C -3.34516 2.11409 -6.25143 0.5 0.1 -0.8
C 1.10408 1.54533 -2.89186 -0.7 0.0 0.3
C 3.80727 1.15629 -7.49380 -0.6 -0.6 0.2
C 2.62924 0.43525 -7.51630 0.9 0.2 0.8
C -2.02979 2.85345 -7.94466 -0.4 -1.1 0.6
C -4.49642 -0.44796 -7.95633 -0.3 -0.7 0.1
C 2.41084 2.26201 -2.86261 0.2 0.9 -0.1
C 2.77702 -4.45940 -8.23874 -0.4 0.7 0.5
C -3.14888 3.20332 -7.11448 0.5 -1.5 0.7
C -1.26906 -2.34391 -1.52307 0.6 0.0 -1.1
C 4.57222 0.70552 -6.37082 -0.5 -0.6 0.2
C -0.57082 -1.64712 -0.53895 -1.7 0.1 0.6
C -1.30229 -1.23900 0.60912 -0.2 -0.7 -1.0
C 1.37522 4.55854 -2.54773 -0.3 0.3 1.0
C -2.44458 -2.95933 -1.22135 -0.3 0.8 1.0
C 0.01481 2.24978 -3.76289 1.0 0.3 -0.3
C 2.48899 3.60284 -2.80311 1.0 -0.9 -0.4
C 2.40085 -3.51058 -9.25020 -0.4 0.6 0.9
C -4.44130 -2.43343 -6.89571 -0.6 0.6 -0.5
C 3.83044 -0.26738 -5.72109 -0.4 0.6 -0.7
C -2.60112 -1.76803 0.85592 0.7 -0.8 -0.9
C -1.03172 2.89833 -2.91647 -0.5 -0.3 0.1
C -5.32923 -1.31038 -8.66561 1.1 0.2 1.2
C 2.34694 -3.95394 -7.02294 -0.1 0.5 -1.0
H -3.75644 4.10424 -7.17116 0.3 -0.3 0.3
H 4.02022 -0.87010 -4.83815 0.0 0.2 -0.2
H 2.58232 -3.59586 -10.31007 0.0 0.0 0.0
H -1.38143 3.05279 -0.80651 -0.6 1.2 -0.5
H 0.47393 2.99884 -4.41221 0.2 -0.4 -0.4
H 1.00203 -2.07224 -3.75746 -0.5 -0.8 -0.1
H -1.53467 3.49436 -8.66881 -0.2 -0.3 0.1
H 1.18530 0.48310 -3.19317 0.3 0.5 0.1
H -2.00939 2.98318 -3.40603 -0.3 -1.1 1.0
H 3.30785 1.65640 -2.84218 0.2 0.1 -0.4
H 0.52638 -3.76401 -3.45085 0.1 -0.5 0.8
H -4.27994 0.58625 -8.14524 0.1 0.1 0.0
H -0.06020 0.21234 -6.14376 -0.1 -0.2 -0.3
H -4.03272 2.01502 -5.41965 0.0 -0.1 -0.2
H 0.73491 1.55705 -1.85331 0.0 -0.5 -0.4
H -0.00805 5.21176 -1.04040 -0.2 -0.7 -0.2
H -5.87094 -1.06774 -9.57424 0.1 0.0 0.3
H 2.39420 -4.35871 -6.02361 0.1 0.0 -0.1
H -0.42512 1.47892 -4.41334 -0.3 0.5 0.2
H -0.88270 0.94484 -8.10085 -0.6 0.4 0.4
H 3.31770 -5.38670 -8.39409 -0.2 0.2 0.1
H 1.32776 -1.54930 -9.01891 0.2 -0.2 -0.1
H -1.25684 -2.54382 -6.22994 0.2 0.3 -0.4
H -1.64623 -1.65701 -7.73760 -0.2 0.0 0.7
H 0.92712 3.84712 -0.47803 0.4 0.3 -0.3
H 1.87654 5.48118 -2.23529 -0.3 0.1 -0.3
H 0.50178 -3.31592 -5.08972 -0.1 0.4 0.8
H 0.26103 -0.55327 -7.71624 -0.3 0.2 0.3
H 0.79919 4.74868 -3.45279 -0.1 0.3 0.0
H -5.81266 -3.47744 -8.28752 0.2 0.2 0.2
H 3.44917 4.11266 -2.99394 -0.3 -0.6 0.5
H -4.15767 -3.13640 -6.12634 -0.1 -0.1 -0.1
H 4.08106 1.92098 -8.20277 0.1 0.0 0.0
H 1.80202 0.45250 -8.21620 0.4 0.2 0.2
H 5.56202 1.04112 -6.09613 -0.1 0.0 0.0
```
Positions in Å, forces in eV/Å.

Values from the calculation:
2S+1: 3
relative energy (zero: lowest compared OMol25 entry of this formula, charge and spin): 196.3 kJ/mol
HOMO energy (spin up / spin down): -7.776 / -7.776 eV

Atomic partial charges in e from the Mulliken method, atoms 1 to 2: atom 1 (Ni): -0.047, atom 2 (Cl): -0.190

=====

(2)
Below is a molecular structure, C33H35CoN4O6PS3, with properties calculated with ωB97M-V/def2-TZVPD.

Geometry as XYZ:
```
83
Properties=species:S:1:pos:R:3:forces:R:3
Co 0.78671 1.23464 -0.13020 -0.2 -0.1 -0.4
S 2.33393 0.16927 -3.18882 -0.1 0.1 0.1
S -1.58809 2.96025 1.31550 0.0 0.0 -0.2
S 2.35188 -2.59615 -2.11008 0.0 -0.1 0.0
P -1.10274 -0.68882 0.94647 -0.2 0.1 0.1
O -0.69145 0.15370 -0.28971 0.0 0.1 0.1
O -0.28171 2.55375 0.70688 0.1 -0.1 0.2
O -1.37621 3.38775 2.67359 0.0 0.0 0.0
O 3.12286 -3.27981 1.51772 0.0 0.1 0.0
O -2.24082 3.89105 0.42178 0.0 0.0 0.0
O 1.70703 2.56310 -1.26220 0.1 0.0 0.1
N 1.64658 -1.55733 0.25735 0.0 0.0 0.2
N 1.69078 -0.48330 -0.66200 0.0 0.0 -0.2
N 2.80118 3.94360 -2.64043 0.1 -0.2 -0.2
N 0.61699 3.20389 -3.14947 0.0 0.1 0.0
C -3.17852 -3.79217 -1.86971 0.0 0.0 0.0
C 2.87485 5.03892 -3.58629 0.0 -0.1 0.0
C -0.19428 -4.14587 3.82537 0.0 0.0 0.0
C 4.06435 3.64251 -1.98079 0.0 0.1 0.0
C -4.99438 0.02804 2.23346 0.0 0.0 0.0
C 1.39320 0.92348 3.88827 0.0 0.0 0.0
C 0.60193 -1.79141 0.98210 0.1 0.0 -0.2
C -3.45757 -2.43122 -1.89093 0.0 0.0 0.0
C -2.30371 -4.28575 -0.91979 0.0 0.0 0.0
C 3.23703 -1.07303 -4.14893 0.0 0.0 0.0
C -2.71124 0.21567 1.39112 0.0 0.1 -0.2
C 1.69782 3.22176 -2.32788 0.0 -0.2 0.2
C -2.88148 -1.58628 -0.95876 0.0 0.0 0.0
C 2.07349 -0.88922 -1.81580 0.0 0.0 0.1
C 2.00913 -3.52237 2.22726 0.0 0.0 0.0
C -3.81739 -0.54292 1.78095 0.0 0.0 -0.1
C 2.10598 -4.49534 3.22573 0.0 0.0 0.0
C -1.21190 0.01034 3.75505 0.0 0.0 0.0
C -0.70658 0.49839 4.95072 0.0 0.0 0.0
C -5.09590 1.40827 2.29131 0.0 0.0 0.0
C 0.78834 -2.84846 2.00803 0.0 0.0 0.0
C -4.01181 2.18518 1.92593 0.0 0.0 0.0
C 0.59428 0.97068 5.01927 0.0 0.0 0.0
C -0.28866 -3.18997 2.83956 0.0 0.0 0.0
C 0.72687 3.13699 -4.60109 0.1 0.0 0.0
C -0.42303 -0.05141 2.60783 -0.1 -0.3 0.1
C -1.71423 -3.43112 0.00805 -0.1 0.0 0.1
C 2.58079 -2.41283 -3.89770 0.0 0.0 0.0
C -0.64293 2.69923 -2.59854 0.0 0.1 0.0
C -2.81191 1.61055 1.49826 0.0 0.0 0.0
C 1.02055 -4.80341 4.01412 0.0 0.0 0.0
C 0.89422 0.38849 2.71176 0.1 0.0 0.0
C -2.00491 -2.07163 0.01947 0.2 -0.1 0.1
H 3.05995 -4.98824 3.35733 0.0 0.0 0.0
H -3.63522 -4.45610 -2.59263 0.0 0.0 0.0
H 2.41144 1.28893 3.92081 0.0 0.0 0.0
H -5.82446 -0.60115 2.52935 0.0 0.0 0.0
H 1.59374 0.30433 1.88288 -0.1 0.0 0.0
H 1.70811 2.77234 -4.90741 0.0 0.1 0.0
H 0.52448 4.08572 -5.09867 0.0 0.1 0.0
H 3.18213 -0.78068 -5.19719 0.0 0.0 0.0
H 4.27962 -1.08135 -3.83251 0.0 0.0 0.0
H -1.03072 -3.86465 0.71978 0.0 0.0 0.0
H 1.89462 5.35438 -3.91298 -0.2 0.0 0.0
H -2.06638 -5.34171 -0.89101 0.0 0.0 0.0
H 1.11593 -5.55794 4.78465 0.0 0.0 0.0
H 3.89125 3.03872 -1.09890 0.0 0.0 0.0
H -2.24661 -0.30345 3.72041 0.0 0.0 0.0
H -4.12742 -2.02316 -2.63728 0.0 0.0 0.0
H -3.75908 -1.62392 1.71710 0.0 0.0 0.0
H 2.90371 -2.55613 0.88356 0.0 -0.1 0.0
H -4.08502 3.26243 1.98177 0.0 0.0 0.0
H 3.34759 5.89290 -3.09737 0.0 0.0 0.0
H -1.24239 -2.69597 2.70130 0.0 0.0 0.0
H -0.01462 2.42204 -4.95396 0.0 -0.1 0.0
H -0.78446 3.04943 -1.58129 0.0 0.0 0.1
H -6.00785 1.88450 2.62710 0.0 0.0 0.0
H -1.34378 0.52907 5.82497 0.0 0.0 0.0
H -1.45539 3.10106 -3.20171 0.0 0.0 0.0
H 3.47742 4.76877 -4.45772 0.0 0.0 0.0
H 1.61109 -2.47738 -4.39023 0.0 0.0 0.0
H -0.68525 1.60594 -2.61955 0.0 0.0 0.0
H 4.53792 4.57887 -1.68436 0.0 0.0 0.0
H -1.05073 -4.37762 4.44307 0.0 0.0 0.0
H 3.20996 -3.23623 -4.23432 0.0 0.0 0.0
H 0.98240 1.37450 5.94505 0.0 0.0 0.0
H -3.09971 -0.52834 -1.00649 0.0 0.0 0.0
H 4.73844 3.11044 -2.65734 0.0 0.0 0.0
```
Positions in Å, forces in eV/Å.

Values from the calculation:
2S+1: 2
relative energy (zero: lowest compared OMol25 entry of this formula, charge and spin): 398.2 kJ/mol
HOMO energy (spin up / spin down): -8.076 / -8.047 eV

Atomic partial charges in e from the Mulliken method, atoms 1 to 2: atom 1 (Co): 0.981, atom 2 (S): 0.049

=====

(3)
Below is a molecular structure, C33H35CoN9O2PS5, with properties calculated with ωB97M-V/def2-TZVPD.

Geometry as XYZ:
```
86
Properties=species:S:1:pos:R:3:forces:R:3
Co 0.36052 0.63916 1.05626 -0.2 -0.6 -0.5
S -1.22366 0.37678 -1.46590 -0.3 0.4 -0.3
S -1.27252 2.67271 0.46412 0.1 -0.2 0.0
S -1.80798 -3.94007 3.31366 0.0 0.0 0.0
S 7.58868 0.96713 -0.09333 0.5 0.0 0.0
S -0.57598 -2.40397 -3.19937 -0.2 0.1 -0.4
P -1.63177 -0.74633 -3.09001 0.3 -0.1 -0.1
O -1.57205 0.16609 -4.40446 0.2 0.2 -0.1
O -3.16252 -1.17678 -3.16586 -0.1 -0.1 0.4
N -1.74216 -1.69917 2.01851 -0.1 -0.2 0.0
N -0.43521 1.08378 2.81499 0.1 0.7 -0.3
N 6.48019 -0.00175 -0.74167 0.1 0.0 0.0
N -2.82918 3.65707 2.36285 -0.1 0.1 0.0
N 1.64289 -0.01889 -0.34285 0.2 0.3 0.4
N 1.82491 2.09976 1.22879 0.5 -0.1 0.3
N 6.64832 1.97894 0.73161 0.1 0.0 0.0
N -1.32775 2.07919 3.04555 -0.2 0.2 -0.4
N 1.22683 -0.81943 2.25906 -0.3 0.3 -0.2
C 0.29364 0.73463 3.80416 0.4 -0.6 0.5
C 3.01573 3.87553 2.28445 0.0 0.1 0.0
C 2.99580 1.61554 0.77060 -0.3 -0.1 -0.2
C -2.94022 -3.52202 -0.99051 -0.1 -0.1 0.1
C 0.87287 0.60460 -4.56501 0.0 0.0 0.0
C -1.84934 2.81451 2.00371 0.2 -0.2 0.0
C 2.89350 0.44781 -0.10738 -0.2 0.1 0.1
C -1.52895 -2.23905 3.16954 -0.1 0.0 0.0
C 4.21735 2.20726 1.07181 0.2 0.0 -0.1
C -2.26848 -3.97213 1.64321 0.0 0.0 0.0
C 2.57159 -1.66513 -1.79332 0.1 0.0 -0.1
C 1.81341 -1.97141 1.96036 0.1 0.0 -0.1
C 1.48817 -1.04996 -1.16189 -0.2 0.1 0.1
C -2.19056 -2.67554 1.11395 0.1 0.0 0.1
C -4.79130 -0.29761 -4.68981 -0.1 0.0 -0.1
C 1.83821 3.21624 1.94309 0.0 0.0 0.0
C -0.80806 2.47257 -4.34575 0.0 0.1 0.0
C 2.38229 -2.36576 4.23651 0.0 0.0 0.1
C 3.84475 -1.21779 -1.54168 0.1 0.0 0.0
C 4.22082 3.35536 1.86318 0.1 0.0 0.0
C 5.31058 0.44380 -0.32937 -0.4 0.1 0.1
C 5.40946 1.58345 0.51924 -0.4 -0.1 0.0
C 4.01701 -0.13106 -0.67283 0.2 0.0 -0.1
C 0.28107 1.42931 5.12408 0.0 -0.1 0.1
C -4.40193 -0.41819 -3.22981 0.2 0.1 -0.3
C -2.67284 -5.05698 0.86730 0.0 0.0 0.0
C -0.53705 1.07636 -4.87250 -0.1 -0.2 0.3
C -4.36156 0.93212 -2.53803 0.0 0.0 0.0
C 2.40857 -2.77781 2.92185 0.0 -0.1 -0.1
C -2.99870 -4.81626 -0.45339 0.0 0.0 0.0
C -2.55053 -2.45027 -0.21595 -0.1 0.0 0.1
C 1.72440 -1.18303 4.55576 0.1 -0.1 0.3
C 1.14682 -0.44736 3.54504 0.0 0.2 0.1
H -1.19357 -1.68741 4.04426 -0.1 0.0 -0.1
H 2.37120 -2.47769 -2.47983 0.0 0.0 0.1
H 2.97051 4.78589 2.86656 0.0 0.0 0.0
H -0.68468 1.06812 -5.94902 0.0 0.0 -0.1
H 4.71702 -1.67326 -1.99691 -0.1 0.0 0.0
H 0.87108 3.61369 2.23351 0.0 -0.1 0.0
H -2.49939 -1.44468 -0.61534 -0.1 -0.2 0.1
H 0.47298 -1.39021 -1.35470 0.2 -0.1 0.1
H 2.88280 -3.70544 2.62658 -0.1 0.1 0.0
H 1.58009 1.30155 -5.02567 -0.1 -0.1 0.0
H -2.73188 -6.05417 1.28742 0.0 0.1 0.0
H -0.19349 3.19288 -4.89453 0.0 0.0 0.1
H -3.19054 -3.35465 -2.03074 0.0 0.0 0.1
H -4.12259 0.83734 -1.47944 0.0 0.0 0.0
H 1.04282 0.59331 -3.48652 0.0 0.0 0.0
H -5.10768 -1.06455 -2.71185 -0.1 -0.1 0.1
H 0.28519 2.50979 4.96408 0.0 0.0 0.0
H -3.30378 -5.64292 -1.08442 0.0 0.0 0.0
H 5.16608 3.82280 2.11389 -0.1 0.0 0.0
H -5.34569 1.39872 -2.64025 0.1 0.0 0.0
H -0.59590 1.17295 5.72675 0.0 0.0 0.0
H -5.78244 0.15618 -4.77048 0.1 0.0 0.0
H -4.06894 0.32557 -5.22076 -0.1 0.0 0.0
H 1.81291 -2.26369 0.91846 0.0 0.0 0.0
H -1.65591 2.20297 3.98614 -0.1 0.0 0.2
H 1.16469 1.17317 5.70234 0.0 0.0 0.0
H 1.63697 -0.86234 5.58697 0.1 -0.1 -0.1
H -3.26882 4.18290 1.62637 0.0 0.0 0.0
H -4.81717 -1.28044 -5.16275 0.0 0.1 0.0
H 2.84687 -2.96041 5.01203 0.0 0.0 0.0
H -0.56947 2.53503 -3.28428 0.0 0.0 0.0
H -1.85848 2.73805 -4.48588 0.1 0.0 0.0
H -3.61494 1.58345 -2.99649 -0.1 0.0 0.0
H -3.30467 3.59725 3.24819 0.0 0.0 0.0
H 1.05072 -0.39571 -4.95630 0.0 0.0 0.0
```
Positions in Å, forces in eV/Å.

Values from the calculation:
2S+1: 2
relative energy (zero: lowest compared OMol25 entry of this formula, charge and spin): 229.0 kJ/mol
HOMO energy (spin up / spin down): -9.063 / -9.067 eV
total charge: +1

Atomic partial charges in e from the Mulliken method, atoms 1 to 2: atom 1 (Co): -0.805, atom 2 (S): -0.609